1.
C3H7N3O2 | the ωB97M-V functional and the def2-TZVPD basis

Structure (XYZ):
```
15
Properties=species:S:1:pos:R:3
C -1.7183 0.0566 0.8929
N 1.1446 0.1929 0.8956
C 0.4241 -0.8053 0.0511
C 1.1731 0.3656 -0.5925
N -0.1377 1.1198 -0.9307
O 0.7876 -2.1172 -0.0742
N -0.8960 -0.4316 -0.2015
O 2.1444 0.4284 -1.3625
H 1.4168 -2.1795 -0.8104
H 2.0589 -0.1840 1.1360
H -0.2222 2.0759 -0.5743
H -0.3308 1.0726 -1.9269
H -2.1187 -0.8495 1.3630
H -2.5595 0.6234 0.4969
H -1.1662 0.6316 1.6376
```

Computed properties:
F_max, eV/A: 1.0
HOMO level (spin up / spin down), eV: -7.94 / -7.94
Relative energy (zero: lowest compared OMol25 entry of this formula, charge and spin), kJ/mol: 614.2

***

2.
C14H32ClNO10PS | the ωB97M-V functional and the def2-TZVPD basis

Structure (XYZ):
```
60
Properties=species:S:1:pos:R:3
O -7.4308 -5.0494 1.4118
S -6.5707 -4.5941 0.3720
O -6.7728 -3.2514 -0.0836
Cl -6.6712 -5.7934 -1.2569
C -4.8668 -4.7897 0.9383
C -4.1836 -3.4179 0.9862
C -3.7044 -3.0194 -0.4271
C -3.4959 -1.4934 -0.5708
C -2.0328 -1.1245 -0.7643
C -1.3352 -1.7242 -1.9716
O 0.0620 -1.6717 -1.7090
C 0.4440 -0.3136 -1.7501
C -0.2455 0.5314 -0.6676
C 0.2307 1.9717 -0.7134
C 0.0030 2.7666 0.5811
O 1.0900 3.6767 0.6691
N -1.7662 0.3732 -0.7369
C -2.4031 1.1239 -1.8446
O -2.7219 2.3872 -1.3241
O -3.8174 2.9120 -2.0525
H -4.8658 -5.2830 1.9049
H -4.3680 -5.3998 0.1862
H -3.3182 -3.4565 1.6475
H -4.8968 -2.6640 1.3135
H -2.7936 -3.5866 -0.6273
H -4.4585 -3.3322 -1.1457
H -3.9081 -1.0176 0.3221
H -4.1032 -1.1639 -1.4156
H -1.4928 -1.5082 0.1043
H -1.5951 -2.7663 -2.1193
H -1.5303 -1.1707 -2.8979
H 0.1973 0.1045 -2.7348
H 1.5122 -0.2333 -1.5675
H 0.0347 0.1095 0.2994
H -0.1707 2.5379 -1.5548
H 1.3124 1.9390 -0.8594
H -0.9164 3.3491 0.4813
H -0.0137 2.0981 1.4466
H 1.2512 3.8791 1.5952
H -2.1804 0.7236 0.1319
H -3.3201 0.6476 -2.1899
H -1.7120 1.1750 -2.6890
H -3.4724 3.1295 -2.9347
C 8.6092 1.6727 1.8595
O 7.2981 1.1461 1.5424
P 6.0688 2.1545 1.4925
O 5.7020 2.5641 2.8570
O 5.0306 1.0844 0.8628
C 4.7172 -0.0843 1.6125
O 5.7729 3.2913 0.4356
C 4.5113 3.9555 0.5768
H 9.3296 0.8872 1.6538
H 8.8461 2.5392 1.2444
H 8.6518 1.9415 2.9137
H 4.7278 0.1186 2.6842
H 5.4202 -0.8840 1.3795
H 3.7166 -0.4029 1.3185
H 4.4998 4.5697 1.4749
H 3.6978 3.2343 0.5993
H 4.3970 4.6011 -0.2903
```

Computed properties:
F_max, eV/A: 4.1
HOMO level, eV: -12.12
Net charge: +1

***

3.
C22H88O22 | the ωB97M-V functional and the def2-TZVPD basis

Structure (XYZ):
```
132
Properties=species:S:1:pos:R:3
C -2.1075 -2.8963 2.0574
O -3.4836 -2.5632 1.9872
H -2.0658 -3.9558 2.2898
H -1.6471 -2.8469 1.0914
H -1.5306 -2.3188 2.7567
H -3.5255 -1.6004 2.1331
C -1.3147 -3.0250 -1.7603
O -2.2878 -2.1227 -1.2484
H -1.6973 -4.0580 -1.7540
H -1.0022 -2.7122 -2.7660
H -0.3997 -3.0437 -1.1501
H -3.1609 -2.5635 -1.1286
C 1.6344 0.1989 -3.3271
O 2.3140 0.1425 -4.5835
H 2.2467 -0.1204 -2.4402
H 1.3152 1.2526 -3.1329
H 0.7391 -0.4166 -3.4011
H 3.1738 0.5867 -4.5494
C 5.8868 -1.0108 4.8153
O 5.4722 -2.2410 4.3059
H 5.1092 -0.3011 5.1204
H 6.4198 -1.1340 5.7306
H 6.6184 -0.5254 4.1902
H 5.1206 -2.0374 3.4149
C -2.5765 -1.4357 -4.8881
O -3.2700 -0.4645 -5.6306
H -1.6922 -0.9650 -4.4627
H -3.2480 -1.9005 -4.1377
H -2.2317 -2.1367 -5.6257
H -2.6119 0.0271 -6.1268
C 3.9619 -1.4603 0.5792
O 4.4125 -0.7745 1.7347
H 3.0627 -2.0432 0.9205
H 3.6316 -0.8153 -0.2499
H 4.7029 -2.2111 0.3212
H 3.6627 -0.1870 1.9906
C 2.5759 -6.2527 0.4201
O 2.1172 -5.0944 -0.2804
H 2.0751 -7.1285 -0.0367
H 3.6728 -6.4036 0.3668
H 2.2885 -6.1441 1.4817
H 2.4388 -5.0858 -1.1955
C -6.6627 2.0030 -0.6496
O -5.7855 3.0967 -0.9412
H -6.1751 1.1689 -0.1222
H -7.4594 2.3628 -0.0370
H -7.1786 1.6335 -1.5341
H -5.3532 2.8839 -1.8038
C 6.2729 2.8613 1.6425
O 7.0804 2.6457 0.5260
H 5.3693 3.3585 1.3029
H 6.0265 1.9002 2.1214
H 6.8246 3.4672 2.3374
H 6.6264 2.0806 -0.0716
C -3.1878 0.3553 5.9809
O -1.8473 0.5991 6.3448
H -3.5383 -0.5763 6.4315
H -3.8567 1.1291 6.2900
H -3.2817 0.2581 4.8888
H -1.5917 1.3919 5.8647
C -3.4363 0.8239 0.7733
O -4.2212 0.0560 1.7765
H -2.6889 1.4187 1.2717
H -2.9414 0.0231 0.2303
H -4.0529 1.5159 0.1383
H -4.8274 0.6191 2.2619
C -0.6558 2.8414 2.9418
O -1.4528 1.9656 3.7883
H -0.8124 2.5029 1.9300
H -1.0480 3.8586 3.1156
H 0.3843 2.8214 3.2508
H -1.4537 1.0589 3.5006
C -5.8965 -3.2016 -0.1857
O -4.5607 -3.6537 -0.2397
H -6.1751 -2.7733 -1.1412
H -6.5104 -4.0472 -0.0003
H -6.1299 -2.4941 0.6085
H -4.1815 -3.3601 0.6071
C 0.2183 -0.5845 -0.0141
O -0.0870 0.6628 -0.6601
H -0.7055 -0.8784 0.5068
H 0.4851 -1.3888 -0.6704
H 1.0096 -0.4043 0.7437
H -0.8724 0.5305 -1.2176
C 1.1865 -0.4692 3.3664
O 2.0884 0.4297 2.7432
H 1.4866 -1.4729 3.0789
H 1.2693 -0.3755 4.4826
H 0.1476 -0.1964 3.1578
H 1.7109 1.3018 2.6065
C -3.3253 1.2892 -2.8209
O -2.2794 0.4483 -2.2977
H -4.2890 0.8563 -2.5630
H -3.2020 2.2786 -2.3837
H -3.2809 1.4040 -3.9043
H -2.5295 -0.4769 -2.2809
C -2.4362 5.1486 -0.6159
O -1.1224 5.1917 -1.2587
H -3.0548 5.8556 -1.1790
H -2.8126 4.1172 -0.7064
H -2.4119 5.4285 0.4264
H -0.4630 4.7696 -0.7219
C -0.9132 3.0540 -4.3692
O -1.9521 3.9788 -4.3263
H -0.3660 3.0137 -3.3840
H -1.2196 1.9879 -4.4204
H -0.1721 3.2930 -5.1434
H -1.6507 4.6443 -3.6634
C 3.3973 4.3601 -3.5348
O 4.2179 4.3926 -2.4028
H 3.3532 3.3181 -3.8979
H 2.3934 4.6785 -3.3075
H 3.7575 4.9088 -4.4178
H 4.3082 5.3377 -2.1646
C 2.9409 -2.8172 -2.3783
O 3.2141 -4.1453 -2.7363
H 3.7213 -2.1299 -2.6315
H 2.2097 -2.4147 -3.0705
H 2.6032 -2.7440 -1.3621
H 3.2759 -4.1580 -3.6995
C 2.1227 -4.0626 3.1985
O 1.4505 -3.7144 2.0187
H 1.5353 -3.5433 3.9493
H 2.2223 -5.1119 3.5057
H 3.1214 -3.6029 3.2660
H 1.8814 -4.0322 1.1943
C 2.2064 3.3421 -0.2255
O 0.8910 3.0878 0.1896
H 2.6539 2.9137 -1.1382
H 2.2360 4.3941 -0.4119
H 2.8979 3.2258 0.5920
H 0.5103 2.2733 -0.0771
```

Computed properties:
F_max, eV/A: 2.5
HOMO level, eV: -9.88
Relative energy (zero: lowest compared OMol25 entry of this formula, charge and spin), kJ/mol: 81.0

***

4.
C4H9NO3 | the ωB97M-V functional and the def2-TZVPD basis

Structure (XYZ):
```
17
Properties=species:S:1:pos:R:3
C 0.8767 0.4163 -0.4176
C -1.2985 -0.1714 -1.2309
C 0.7172 1.3774 0.7588
C 0.9529 -1.1288 -0.0043
N 0.4461 -1.4298 1.2143
O -0.1505 0.5848 -1.3877
O -2.0770 0.2174 -0.1348
O 1.6330 -1.9048 -0.6387
H -2.4651 1.0676 -0.3343
H 1.8023 0.6317 -0.9614
H 0.5627 -2.3744 1.5468
H -0.2559 -0.8444 1.6412
H -1.8444 -0.0745 -2.1798
H -0.9535 -1.2390 -0.9902
H -0.2491 1.2614 1.2457
H 1.5173 1.2082 1.4767
H 0.7859 2.4026 0.3961
```

Computed properties:
F_max, eV/A: 2.1
HOMO level, eV: -9.64
Relative energy (zero: lowest compared OMol25 entry of this formula, charge and spin), kJ/mol: 114.2
Structure (SMILES): C[C@H](OCO)C(N)=O

***

Repeat the first record exactly.
C3H7N3O2 | the ωB97M-V functional and the def2-TZVPD basis

Structure (XYZ):
```
15
Properties=species:S:1:pos:R:3
C -1.7183 0.0566 0.8929
N 1.1446 0.1929 0.8956
C 0.4241 -0.8053 0.0511
C 1.1731 0.3656 -0.5925
N -0.1377 1.1198 -0.9307
O 0.7876 -2.1172 -0.0742
N -0.8960 -0.4316 -0.2015
O 2.1444 0.4284 -1.3625
H 1.4168 -2.1795 -0.8104
H 2.0589 -0.1840 1.1360
H -0.2222 2.0759 -0.5743
H -0.3308 1.0726 -1.9269
H -2.1187 -0.8495 1.3630
H -2.5595 0.6234 0.4969
H -1.1662 0.6316 1.6376
```

Computed properties:
F_max, eV/A: 1.0
HOMO level (spin up / spin down), eV: -7.94 / -7.94
Relative energy (zero: lowest compared OMol25 entry of this formula, charge and spin), kJ/mol: 614.2